Arrangement one

Density functional theory data (ωB97M-V/def2-TZVPD) for a single C3H6NPS molecule.

Results
molecular weight	119.13	g/mol
net charge	0
LUMO (alpha / beta)	-0.24 / -0.46	eV

Geometry (Å):
H 1.294 0.480 -1.275
H 2.175 1.471 -0.032
C 1.595 -0.546 0.441
H -2.438 -0.385 1.445
N 0.766 -1.454 0.380
H -2.179 -1.676 -0.031
S -0.273 1.649 0.276
H -0.899 0.145 -1.513
C 1.312 0.871 -0.182
C -1.193 0.227 -0.448
H 2.590 -0.419 0.864
P -2.750 -0.365 0.075

These are the Mulliken partial charges, in e, on atoms 1 to 5:
1. H 0.225
2. H 0.403
3. C 0.176
4. H 0.053
5. N -0.480



Arrangement two

Density functional theory data (ωB97M-V/def2-TZVPD) for 2 unconnected molecules or ions with the total composition C3H6NPS.

Results
molecular weight	119.13	g/mol
net charge	0
LUMO (alpha / beta)	-2.40 / -2.40	eV

Geometry (Å):
C -1.572 -0.287 -0.530
S 0.392 1.920 -1.669
H -1.749 -0.379 -1.638
C 1.842 -1.761 -0.938
H 0.862 -0.181 1.833
H -0.361 1.220 2.050
H -1.666 -1.167 0.002
N 2.422 -2.516 -1.583
H -2.134 0.525 -0.151
P 0.073 0.438 -0.460
C 0.518 0.770 1.394
H 1.374 1.417 1.691

These are the Mulliken partial charges, in e, on atoms 1 to 5:
1. C -0.867
2. S -0.260
3. H 0.295
4. C -0.154
5. H 0.321



Arrangement three

Density functional theory data (ωB97M-V/def2-TZVPD) for a single C3H6NPS molecule.

Results
molecular weight	119.13	g/mol
net charge	0
LUMO (alpha / beta)	-0.18 / -0.45	eV

Geometry (Å):
H 2.650 -0.350 1.021
C -1.077 -0.167 -0.386
H 1.922 -0.763 -1.032
P -2.679 0.340 -0.065
H 2.264 0.963 -0.960
H -0.984 -1.309 -0.480
C 1.531 -0.214 0.858
S 0.008 0.891 -1.164
H -2.522 1.405 0.666
N 0.574 -0.225 1.600
C 1.553 0.208 -0.637
H -3.239 -0.777 0.581

These are the Mulliken partial charges, in e, on atoms 1 to 5:
1. H 0.271
2. C -0.248
3. H 0.304
4. P -0.035
5. H 0.373



Energy above the most stable structure, in hartree: arrangement one 0.0601; arrangement two 0.0000; arrangement three 0.0625



Arrangement one

Density functional theory data (ωB97M-V/def2-TZVPD) for 2 unconnected molecules or ions with the total composition C4H3O5.

Results
molecular weight	131.06	g/mol
net charge	-1
LUMO	3.07	eV

Geometry (Å):
O -1.240 2.563 -1.309
O -0.546 -1.807 -2.008
H 1.632 -0.340 0.818
O 0.535 -1.861 -0.042
H -0.333 0.978 1.032
H 0.537 -1.410 2.057
C -0.354 -1.344 -0.902
C 0.711 -0.916 1.025
O 0.835 2.289 -0.360
C -0.106 2.440 -1.059
C -0.594 -0.173 1.074
O -1.075 -0.418 -0.327

These are the Mulliken partial charges, in e, on atoms 1 to 5:
1. O -0.325
2. O -0.680
3. H 0.224
4. O -0.369
5. H -0.015



Arrangement two

Density functional theory data (ωB97M-V/def2-TZVPD) for 2 unconnected molecules or ions with the total composition C4H3O5.

Results
molecular weight	131.06	g/mol
net charge	-1
LUMO	4.06	eV

Geometry (Å):
O 1.194 -0.698 -1.028
H 0.952 -0.744 1.834
C 1.260 -0.695 -2.470
C 0.876 1.712 -3.728
O 0.384 -0.012 -2.959
H -0.463 0.811 -1.751
O -0.721 0.707 -0.813
C 0.255 -0.129 -0.249
O 2.257 -1.055 -3.008
H -0.589 0.256 1.548
O 2.034 1.695 -3.840
C 0.263 -0.213 1.075

These are the Mulliken partial charges, in e, on atoms 1 to 5:
1. O -0.399
2. H 0.245
3. C 0.806
4. C 0.020
5. O -0.728



Energy above the most stable structure, in hartree: arrangement one 0.0547; arrangement two 0.0000



Arrangement one

Density functional theory data (ωB97M-V/def2-TZVPD) for a single C10H13N molecule.

Results
molecular weight	147.22	g/mol
net charge	0
LUMO	0.66	eV

Geometry (Å):
H 2.878 1.399 0.555
H 3.762 0.485 -0.660
H -2.216 2.006 0.197
C 0.626 1.110 -0.301
C -1.982 -1.404 0.168
H -2.008 -1.902 1.193
C -0.600 -0.873 -0.165
H 2.593 -2.663 0.197
C -0.612 0.484 -0.220
H -2.384 -2.164 -0.572
H 0.734 -3.255 0.224
N 1.582 0.046 -0.187
H 3.285 -0.305 0.916
C 1.014 -1.240 -0.154
C 2.945 0.399 0.158
C -2.056 1.082 -0.381
H 1.922 3.005 -0.129
H 0.155 3.094 -0.131
C 1.486 -2.394 0.189
H -3.276 0.111 1.142
H -2.185 1.064 -1.528
H -3.751 -0.354 -0.423
C -2.875 -0.151 0.184
C 0.964 2.420 -0.272

These are the Mulliken partial charges, in e, on atoms 1 to 5:
1. H 0.277
2. H 0.209
3. H 0.374
4. C 0.370
5. C -0.399



Arrangement two

Density functional theory data (ωB97M-V/def2-TZVPD) for a single C10H13N molecule.

Results
molecular weight	147.22	g/mol
net charge	0
LUMO	0.92	eV

Geometry (Å):
C 1.870 1.214 0.023
C 2.131 -0.206 -0.045
H 1.231 -2.209 -0.214
C -2.747 0.386 -0.523
C -0.273 -0.708 -0.064
C -0.437 0.728 -0.095
H 3.587 -1.585 -0.370
C 1.078 -1.074 -0.083
H -1.450 -2.427 -0.777
H -1.720 1.270 1.620
H 2.689 1.945 -0.253
C -1.405 -1.686 0.056
H -2.933 -0.751 1.015
H -2.555 0.668 -1.579
H -3.746 0.696 -0.135
C 0.663 1.625 -0.045
N -2.658 -0.904 0.050
H 4.474 0.031 -0.471
H -1.566 -2.386 0.878
H 3.713 -0.611 0.965
C -1.745 1.385 0.295
H -2.112 2.440 0.048
H 0.336 2.780 -0.253
C 3.575 -0.622 -0.044

These are the Mulliken partial charges, in e, on atoms 1 to 5:
1. C -0.357
2. C 0.896
3. H 0.193
4. C -0.773
5. C 0.423



Energy above the most stable structure, in hartree: arrangement one 0.0000; arrangement two 0.0256



Arrangement one

Density functional theory data (ωB97M-V/def2-TZVPD) for a single C2H3N3S2 molecule.

Results
molecular weight	133.20	g/mol
net charge	0
LUMO	-0.09	eV

Geometry (Å):
N 0.588 -0.487 0.256
H -1.122 0.323 1.575
S -2.086 0.917 0.879
C 0.128 0.603 -0.511
N -1.023 1.173 -0.449
H -0.347 -1.981 1.968
C 0.970 0.891 -1.702
S -0.348 -1.843 0.462
H 1.638 -0.604 0.175
N 1.601 1.008 -2.653

These are the Mulliken partial charges, in e, on atoms 1 to 5:
1. N -0.440
2. H 0.109
3. S -0.035
4. C 0.682
5. N -0.449



Arrangement two

Density functional theory data (ωB97M-V/def2-TZVPD) for a single C2H3N3S2 molecule.

Results
molecular weight	133.20	g/mol
net charge	0
LUMO	0.31	eV

Geometry (Å):
H -2.327 0.759 1.095
H -1.794 -1.615 -0.310
N -2.575 0.225 0.196
C 3.365 0.030 -0.031
S 0.774 0.794 0.180
C -0.244 -0.550 -0.138
H -2.757 0.860 -0.568
N -1.511 -0.585 -0.198
N 2.212 0.181 -0.302
S 4.856 -0.098 0.075

These are the Mulliken partial charges, in e, on atoms 1 to 5:
1. H 0.261
2. H 0.315
3. N -0.659
4. C 0.553
5. S 0.000



Energy above the most stable structure, in hartree: arrangement one 0.0000; arrangement two 0.0497